The following is a quantum chemistry calculation of a 7-piece molecular cluster, C53H117N7O7 overall at a distorted geometry, from OMol25.

Structure (XYZ):
```
184
Properties=species:S:1:pos:R:3
C 0.4035 -2.0969 0.6581
C 1.6051 -3.0200 0.9160
C 2.0913 -2.8116 2.3091
C 1.0799 -4.4059 0.8313
C 0.7209 -4.9012 -0.5479
C 2.0345 -4.7025 -1.3642
C 2.6635 -3.3443 -1.4623
C 4.0874 -3.5582 -2.1616
C 1.8873 -2.4559 -2.4926
N 2.6606 -2.7973 -0.1182
O 3.2560 -1.5833 -0.0147
H 0.6936 -1.0462 0.6710
H -0.1311 -2.0992 -0.2918
H -0.4009 -2.1304 1.3929
H 2.1633 -1.8386 2.7951
H 1.5243 -3.2757 3.1160
H 3.0290 -3.3392 2.4835
H 1.8751 -4.9359 1.3556
H 0.2482 -4.5525 1.5203
H 0.2050 -5.8614 -0.5472
H -0.1884 -4.3867 -0.8587
H 1.8471 -5.0626 -2.3758
H 2.7890 -5.3478 -0.9143
H 4.7132 -4.2905 -1.6514
H 4.6163 -2.6053 -2.1446
H 3.9501 -3.9698 -3.1615
H 2.2203 -1.4182 -2.5135
H 0.8136 -2.4433 -2.3050
H 2.0398 -2.7315 -3.5360
H 3.8808 -1.7619 0.6920
C -3.4605 -11.7397 -4.1123
C -4.3511 -10.4224 -4.2199
C -3.7095 -9.6257 -5.4159
C -5.8128 -10.9216 -4.4955
C -6.9745 -9.9782 -4.1387
C -6.8410 -9.5256 -2.7581
C -5.4185 -8.9501 -2.3794
C -5.3473 -7.4692 -2.9565
C -5.3634 -8.8500 -0.8673
N -4.3191 -9.8203 -2.8655
O -3.0768 -9.3751 -2.4592
H -3.5596 -12.2490 -5.0709
H -2.4816 -11.3778 -3.7978
H -3.7409 -12.3361 -3.2442
H -4.3316 -8.8255 -5.8169
H -2.8646 -9.1233 -4.9447
H -3.1771 -10.2198 -6.1586
H -5.8572 -11.3431 -5.4997
H -6.0740 -11.7112 -3.7909
H -7.0927 -9.2003 -4.8930
H -7.9292 -10.4981 -4.2191
H -7.2904 -10.1839 -2.0146
H -7.6024 -8.7486 -2.6899
H -4.5259 -6.8774 -2.5526
H -6.2472 -6.8600 -2.8728
H -5.0569 -7.6327 -3.9943
H -5.2092 -9.8639 -0.4981
H -6.3541 -8.6751 -0.4477
H -4.7706 -8.0164 -0.4909
H -2.8033 -9.9852 -1.7703
C -6.2393 -1.2275 3.4426
C -6.4519 -1.2842 5.0530
C -5.5389 -0.3657 5.8708
C -7.8567 -0.6973 5.3969
C -9.0770 -1.5497 5.0985
C -8.9530 -2.9137 5.6898
C -7.5258 -3.6299 5.2953
C -7.4413 -4.9078 6.1688
C -7.6235 -3.9816 3.8308
N -6.4329 -2.6055 5.6136
O -5.1643 -3.1393 5.6533
H -5.6913 -2.0447 2.9735
H -7.2607 -1.1615 3.0679
H -5.8193 -0.3010 3.0508
H -5.7489 0.6656 5.5872
H -5.7203 -0.5261 6.9335
H -4.4649 -0.4287 5.6951
H -7.8909 -0.5837 6.4804
H -7.9620 0.3105 4.9950
H -9.9553 -0.9127 5.2026
H -9.0797 -1.7865 4.0346
H -9.8623 -3.4010 5.3380
H -9.1671 -3.0894 6.7440
H -8.3308 -5.5348 6.1080
H -7.3132 -4.6515 7.2205
H -6.5551 -5.5286 6.0371
H -8.2356 -4.8124 3.4799
H -6.6742 -4.4403 3.5544
H -7.8655 -3.1720 3.1422
H -4.9924 -2.9598 6.5805
C -6.5603 4.2092 -2.3428
C -7.1318 2.9181 -1.7492
C -6.2511 2.5800 -0.5282
C -8.5713 3.2020 -1.1754
C -9.7520 3.2243 -2.1857
C -9.6820 1.8842 -2.9612
C -8.3266 1.6749 -3.7066
C -8.3651 0.1644 -4.1294
C -8.3014 2.5189 -5.0170
N -7.2473 1.8090 -2.7376
O -5.9604 1.4446 -3.3533
H -5.6959 4.1411 -3.0033
H -7.2848 4.7182 -2.9785
H -6.0972 4.9152 -1.6535
H -5.1885 2.7268 -0.7217
H -6.3713 3.2422 0.3292
H -6.4629 1.6270 -0.0434
H -8.9296 2.4280 -0.4967
H -8.7527 3.9876 -0.4418
H -10.7712 3.4167 -1.8507
H -9.5476 3.8398 -3.0618
H -10.4836 1.9705 -3.6948
H -9.9243 1.0990 -2.2450
H -9.2762 -0.0710 -4.6795
H -8.3290 -0.5650 -3.3202
H -7.5330 0.0118 -4.8167
H -7.2676 2.7728 -5.2511
H -8.7304 3.5157 -4.9150
H -8.7447 1.9936 -5.8630
H -5.9757 0.4930 -3.2276
C -12.4151 -3.4881 -2.6601
C -12.4183 -4.9014 -2.1467
C -11.0341 -5.3098 -1.5598
C -13.2255 -4.9764 -0.8674
C -14.7451 -4.8128 -0.9494
C -15.3040 -5.9758 -1.7645
C -14.5269 -5.9843 -3.0593
C -14.9634 -7.3506 -3.7410
C -15.2012 -4.8873 -3.9025
N -13.0174 -5.9285 -2.9746
O -12.2839 -6.2673 -4.1674
H -11.9231 -2.8181 -1.9550
H -11.9580 -3.4923 -3.6497
H -13.4410 -3.1470 -2.7987
H -10.5415 -5.9883 -2.2563
H -10.2483 -4.5555 -1.5194
H -10.8723 -5.7843 -0.5920
H -12.9932 -5.8907 -0.3213
H -13.0448 -4.0468 -0.3278
H -15.3403 -4.7770 -0.0370
H -14.9627 -3.8636 -1.4389
H -16.3726 -5.8054 -1.8949
H -15.2018 -6.8969 -1.1907
H -14.6796 -7.3369 -4.7933
H -16.0499 -7.3893 -3.6620
H -14.5985 -8.3275 -3.4237
H -16.2448 -4.9729 -4.2050
H -14.7049 -4.8021 -4.8692
H -15.3443 -3.8976 -3.4688
H -12.1446 -7.1829 -3.9145
C -11.7251 1.9600 3.3565
O -11.5942 0.8792 2.4171
C -10.2889 0.8590 1.7769
C -9.9985 -0.2589 0.6336
C -10.4739 -1.6943 1.0317
N -8.5974 -0.3907 0.3700
H -11.5876 2.9063 2.8333
H -10.9715 1.8559 4.1371
H -12.7324 2.0098 3.7701
H -10.1302 1.8200 1.2877
H -9.4648 0.8618 2.4903
H -10.6187 0.0905 -0.1919
H -11.5306 -1.9299 0.9057
H -10.6698 -1.8652 2.0903
H -9.9913 -2.5087 0.4914
H -8.3075 0.4357 -0.1332
H -8.3322 -0.9877 -0.4004
C -3.0082 -2.5338 -1.0173
O -4.4230 -2.9190 -1.0121
C -5.2318 -2.4629 0.0864
C -6.7632 -2.9371 -0.0654
C -6.8517 -4.5076 -0.2522
N -7.3492 -2.2772 -1.2144
H -2.8437 -1.4705 -1.1920
H -2.5372 -2.9828 -1.8918
H -2.5222 -3.0059 -0.1634
H -4.8780 -2.8293 1.0500
H -5.2825 -1.3742 0.1049
H -7.1211 -2.6962 0.9356
H -7.8608 -4.8883 -0.4098
H -6.5358 -4.9758 0.6801
H -6.1896 -4.8323 -1.0548
H -6.6351 -2.1902 -1.9234
H -8.0758 -2.8788 -1.5754
```

Values from the calculation:
HOMO energy   -7.9 eV
Frontier orbital gap   8.3 eV
ΔE to the lowest compared entry with this formula, charge and spin   8.700 eV

These are the Mulliken partial charges, in e, on atoms 1 to 99: -1.85 2.19 -2.15 -1.51 -0.19 -1.35 1.31 -1.79 -1.48 0.35 -0.49 0.42 0.14 0.46 0.41 0.39 0.49 0.39 0.50 0.41 -0.08 0.52 0.35 0.41 0.41 0.40 0.38 0.20 0.43 0.37 -1.90 1.26 -1.58 -1.22 -0.84 -1.20 1.80 -1.54 -1.97 0.31 -0.46 0.46 0.45 0.41 0.33 0.41 0.41 0.43 0.39 0.35 0.46 0.43 0.31 0.38 0.26 0.28 0.53 0.41 0.30 0.35 -0.95 1.88 -1.95 -1.83 0.90 -1.55 1.71 -2.07 -1.50 0.31 -0.46 0.12 -0.41 0.46 0.46 0.46 0.37 0.53 0.43 0.61 -0.80 0.46 0.34 0.37 0.50 0.37 0.54 0.42 -0.20 0.37 -1.84 1.65 -1.89 -0.42 -0.89 -1.01 1.59 -2.03 -1.81